Record 1
Formula: C14H30IO2P2SiW
Source: OMol25
Level of theory: wB97M-V/def2-TZVPD

Each line ends with the Löwdin spin population.
Geometry (Å):
C  -4.214  2.904  -1.129  0.015
C  -4.242  1.471  -0.919  0.032
H  -5.240  3.262  -1.357  0.003
H  -3.551  3.129  -1.985  0.001
H  -3.849  3.400  -0.210  0.001
O  -4.792  0.453  -0.855  0.020
I  0.517  3.228  -0.398  0.037
W  -0.376  0.849  -0.189  0.961
P  -0.460  0.604  2.205  0.010
C  -0.777  -1.104  2.725  0.005
C  1.121  1.083  2.953  0.016
H  1.061  0.926  4.040  0.001
H  -1.719  1.576  3.985  -0.001
H  1.333  2.139  2.746  0.000
H  -1.580  2.699  2.589  0.001
H  0.024  -1.746  2.345  0.001
H  1.919  0.467  2.521  0.002
C  -1.748  1.656  2.888  -0.001
H  -0.803  -1.147  3.826  0.000
H  -2.724  1.326  2.515  0.001
H  -1.732  -1.447  2.315  0.000
P  0.289  -0.073  -2.313  0.010
C  0.070  -1.871  -2.398  0.005
C  -0.665  0.680  -3.639  -0.001
H  2.233  1.325  -2.675  0.000
H  2.325  -0.219  -3.585  0.001
H  2.636  -0.184  -1.809  0.002
C  2.046  0.246  -2.627  0.016
H  -0.550  1.771  -3.612  0.001
H  -0.297  0.292  -4.600  -0.001
H  0.389  -2.227  -3.391  0.000
H  -0.982  -2.127  -2.231  0.000
H  -1.724  0.426  -3.515  0.001
H  0.678  -2.342  -1.620  0.001
C  -1.975  -0.306  -0.282  0.246
O  -2.783  -1.179  -0.288  0.249
C  4.139  -1.943  2.557  0.014
Si  3.384  -2.434  0.924  0.030
C  4.652  -2.370  -0.442  0.014
C  2.611  -4.143  1.034  0.007
C  2.082  -1.193  0.528  0.263
C  1.153  -0.386  0.249  0.033
H  5.040  -2.543  2.729  0.002
H  3.445  -2.105  3.391  0.000
H  4.425  -0.885  2.538  0.000
H  5.531  -2.952  -0.141  0.002
H  4.262  -2.784  -1.381  0.000
H  4.967  -1.334  -0.619  0.000
H  1.839  -4.181  1.817  0.000
H  2.144  -4.432  0.081  0.000
H  3.391  -4.877  1.278  0.001

Cartesian forces (eV/Å) of the 3 atoms listed first:
C 1.11 0.65 0.08
C -4.91 -3.64 -0.25
H 0.18 -0.56 0.12

Summary:
**Relative energy (zero: lowest compared OMol25 entry of this formula, charge and spin)**: 0.0 kcal/mol
**Spin multiplicity**: 3
**Electronic energy**: -2037.811532 Eh
**Orbital gap (spin up / spin down)**: 5.733 / 5.349 eV
**Charge**: +3
**F_max**: 6.1 eV/Å
**M**: 631.2 g/mol
**LUMO energy (spin up / spin down)**: -0.4448 / -0.4621 hartree

Record 2
Formula: C14H30MnN6S5
Source: OMol25
Level of theory: wB97M-V/def2-TZVPD

Each line ends with the Löwdin spin population.
Geometry (Å):
Mn  0.334  0.244  0.362  1.041
S  1.217  0.416  -1.561  -0.132
S  2.929  2.740  0.028  0.045
S  1.886  3.257  -1.580  0.054
S  1.661  1.803  1.315  0.008
C  -4.623  -0.110  0.890  0.000
N  -4.047  0.890  0.000  0.002
C  -4.746  2.171  -0.030  0.000
C  -3.704  3.119  -0.600  0.000
N  -2.462  2.421  -0.336  0.001
C  -1.258  3.011  -0.873  0.000
C  -2.678  1.096  -0.137  0.003
N  -1.747  0.191  -0.088  -0.003
C  -2.117  -1.213  -0.013  -0.001
C  -1.033  -2.074  -0.620  -0.003
N  0.199  -1.920  0.147  -0.013
C  1.148  -2.803  0.077  -0.004
N  2.343  -2.692  0.756  0.000
C  2.869  -1.432  1.221  0.000
C  3.316  -3.596  0.169  0.000
C  2.430  -4.691  -0.384  0.000
N  1.184  -3.983  -0.648  0.000
C  0.056  -4.836  -0.973  0.000
H  -5.579  0.274  1.244  0.000
H  -3.990  -0.290  1.761  0.000
H  -4.818  -1.056  0.391  0.000
H  -5.038  2.469  0.984  0.000
H  -5.646  2.103  -0.642  0.000
H  -3.706  4.093  -0.110  0.000
H  -3.837  3.276  -1.677  0.000
H  -1.040  3.946  -0.356  0.000
H  -1.371  3.212  -1.943  0.000
H  -0.404  2.357  -0.755  0.000
H  -3.039  -1.423  -0.561  0.000
H  -2.248  -1.530  1.027  0.000
H  -0.856  -1.775  -1.659  -0.002
H  -1.432  -3.087  -0.613  0.000
H  2.117  -0.889  1.784  0.001
H  3.215  -0.794  0.402  0.001
H  3.700  -1.642  1.897  0.000
H  4.010  -3.958  0.929  0.000
H  3.887  -3.093  -0.621  0.000
H  2.273  -5.487  0.354  0.000
H  2.819  -5.132  -1.301  0.000
H  0.460  -5.802  -1.273  0.000
H  -0.525  -4.451  -1.808  0.000
H  -0.601  -5.002  -0.114  0.000
C  -1.121  1.793  3.142  0.001
S  -0.724  0.094  2.689  -0.002
C  0.543  -0.256  3.923  0.001
H  -0.237  2.420  3.038  0.000
H  -1.503  1.812  4.162  0.000
H  -1.888  2.137  2.450  0.000
H  0.110  -0.196  4.920  0.000
H  1.364  0.452  3.817  0.000
H  0.899  -1.268  3.743  0.000

Cartesian forces (eV/Å) of the 3 atoms listed first:
Mn 0.15 -0.02 -0.06
S -0.27 1.13 -0.58
S 0.77 0.48 0.03

Summary:
**Spin multiplicity**: 2
**Electronic energy**: -4021.875350 Eh
**Orbital gap (spin up / spin down)**: 5.800 / 5.471 eV
**Charge**: 0
**F_max**: 1.8 eV/Å
**M**: 497.7 g/mol
**LUMO energy (spin up / spin down)**: -0.0099 / -0.0131 hartree

Record 3
Formula: C14H30NNiO3P2
Source: OMol25
Level of theory: wB97M-V/def2-TZVPD

Each line ends with the Löwdin spin population.
Geometry (Å):
Ni  -0.194  0.630  0.343  1.508
P  -2.193  -0.005  -0.111  0.114
C  -2.199  0.142  -1.915  0.010
C  -0.988  0.866  -2.352  0.001
N  0.072  0.819  -1.482  0.049
C  1.336  1.045  -1.915  0.010
C  1.548  1.713  -3.114  0.004
C  0.437  1.990  -3.914  -0.002
C  -0.823  1.521  -3.560  0.001
C  2.450  0.604  -0.980  0.007
P  2.032  -0.957  -0.076  0.016
H  -1.712  1.699  -4.154  0.000
H  2.567  2.003  -3.399  0.001
H  0.564  2.522  -4.849  0.000
H  3.387  0.432  -1.542  0.001
H  2.640  1.391  -0.222  0.000
H  -2.016  -1.003  -2.381  0.000
H  -3.157  0.460  -2.355  0.002
H  -0.882  -2.549  -1.950  0.000
O  -1.562  -2.023  -2.917  0.000
H  -2.288  -2.418  -3.426  0.000
H  0.862  -1.854  -0.084  0.011
O  -0.317  -2.761  -0.964  0.007
H  -0.221  -3.719  -0.823  0.000
C  2.798  -2.240  -1.119  0.008
H  3.795  -1.976  -1.479  0.001
H  2.817  -3.167  -0.532  0.000
H  2.108  -2.404  -1.956  0.000
C  2.956  -0.911  1.482  -0.001
H  2.781  -1.842  2.042  0.000
H  4.034  -0.804  1.266  0.000
H  2.644  -0.055  2.104  0.000
C  -3.018  1.330  0.793  0.014
H  -4.018  1.537  0.399  0.004
H  -3.081  1.003  1.840  0.000
H  -2.380  2.223  0.793  0.001
C  -3.044  -1.540  0.271  0.030
H  -3.196  -1.591  1.358  0.000
H  -4.020  -1.555  -0.238  0.008
H  -2.406  -2.374  -0.055  0.001
C  1.164  2.033  3.866  0.004
C  0.333  0.916  3.279  0.012
C  -0.941  0.670  4.045  0.003
O  0.088  1.360  1.974  0.173
H  0.592  2.960  3.775  0.000
H  2.088  2.166  3.299  0.000
H  1.433  1.885  4.909  0.001
H  0.939  0.000  3.314  0.003
H  -1.572  1.560  3.977  0.000
H  -1.487  -0.184  3.638  0.000
H  -0.751  0.454  5.098  0.000

Cartesian forces (eV/Å) of the 3 atoms listed first:
Ni 0.70 0.07 2.68
P -1.06 -0.63 -0.67
C -0.44 2.21 1.00

Summary:
**Relative energy (zero: lowest compared OMol25 entry of this formula, charge and spin)**: 63.2 kcal/mol
**Spin multiplicity**: 3
**Electronic energy**: -3022.632185 Eh
**Orbital gap (spin up / spin down)**: 7.779 / 6.894 eV
**Charge**: +1
**F_max**: 2.8 eV/Å
**M**: 381.0 g/mol
**LUMO energy (spin up / spin down)**: -0.1195 / -0.1530 hartree

What did the second record say?
Formula: C14H30MnN6S5
Source: OMol25
Level of theory: wB97M-V/def2-TZVPD

Each line ends with the Löwdin spin population.
Geometry (Å):
Mn  0.334  0.244  0.362  1.041
S  1.217  0.416  -1.561  -0.132
S  2.929  2.740  0.028  0.045
S  1.886  3.257  -1.580  0.054
S  1.661  1.803  1.315  0.008
C  -4.623  -0.110  0.890  0.000
N  -4.047  0.890  0.000  0.002
C  -4.746  2.171  -0.030  0.000
C  -3.704  3.119  -0.600  0.000
N  -2.462  2.421  -0.336  0.001
C  -1.258  3.011  -0.873  0.000
C  -2.678  1.096  -0.137  0.003
N  -1.747  0.191  -0.088  -0.003
C  -2.117  -1.213  -0.013  -0.001
C  -1.033  -2.074  -0.620  -0.003
N  0.199  -1.920  0.147  -0.013
C  1.148  -2.803  0.077  -0.004
N  2.343  -2.692  0.756  0.000
C  2.869  -1.432  1.221  0.000
C  3.316  -3.596  0.169  0.000
C  2.430  -4.691  -0.384  0.000
N  1.184  -3.983  -0.648  0.000
C  0.056  -4.836  -0.973  0.000
H  -5.579  0.274  1.244  0.000
H  -3.990  -0.290  1.761  0.000
H  -4.818  -1.056  0.391  0.000
H  -5.038  2.469  0.984  0.000
H  -5.646  2.103  -0.642  0.000
H  -3.706  4.093  -0.110  0.000
H  -3.837  3.276  -1.677  0.000
H  -1.040  3.946  -0.356  0.000
H  -1.371  3.212  -1.943  0.000
H  -0.404  2.357  -0.755  0.000
H  -3.039  -1.423  -0.561  0.000
H  -2.248  -1.530  1.027  0.000
H  -0.856  -1.775  -1.659  -0.002
H  -1.432  -3.087  -0.613  0.000
H  2.117  -0.889  1.784  0.001
H  3.215  -0.794  0.402  0.001
H  3.700  -1.642  1.897  0.000
H  4.010  -3.958  0.929  0.000
H  3.887  -3.093  -0.621  0.000
H  2.273  -5.487  0.354  0.000
H  2.819  -5.132  -1.301  0.000
H  0.460  -5.802  -1.273  0.000
H  -0.525  -4.451  -1.808  0.000
H  -0.601  -5.002  -0.114  0.000
C  -1.121  1.793  3.142  0.001
S  -0.724  0.094  2.689  -0.002
C  0.543  -0.256  3.923  0.001
H  -0.237  2.420  3.038  0.000
H  -1.503  1.812  4.162  0.000
H  -1.888  2.137  2.450  0.000
H  0.110  -0.196  4.920  0.000
H  1.364  0.452  3.817  0.000
H  0.899  -1.268  3.743  0.000

Cartesian forces (eV/Å) of the 3 atoms listed first:
Mn 0.15 -0.02 -0.06
S -0.27 1.13 -0.58
S 0.77 0.48 0.03

Summary:
**Spin multiplicity**: 2
**Electronic energy**: -4021.875350 Eh
**Orbital gap (spin up / spin down)**: 5.800 / 5.471 eV
**Charge**: 0
**F_max**: 1.8 eV/Å
**M**: 497.7 g/mol
**LUMO energy (spin up / spin down)**: -0.0099 / -0.0131 hartree

What is the F_max in the third record? 2.8 eV/Å

Among the records above, which one has the lowest electronic energy? C14H30MnN6S5

What is the formula in the second record? C14H30MnN6S5